(1)
The following is a quantum chemistry calculation of an isolated ion of composition CH6N3S and charge +1 at a distorted geometry, from the Open Molecules 2025 dataset.

## Properties
E_LUMO = -0.2210 Eh
energy = -603.858001 Eh
net charge = +1
SMILES = NC(N)=[NH+]S
Kohn-Sham gap = 9.08 eV
energy relative to the best compared isomer or geometry (same formula, charge and spin) = 107.02 kJ/mol
E_HOMO = -15.1 eV

Geometry (Å):
C -0.02 -0.17 0.18
N -1.32 -0.40 0.14
N 0.75 -1.38 0.13
N 0.49 1.01 0.12
S -0.29 2.98 0.05
H 1.75 -1.19 0.41
H -1.68 -1.43 0.26
H -1.98 0.35 0.09
H -0.70 2.75 -1.13
H 0.46 -2.31 0.60
H 1.51 1.16 -0.07


(2)
The following is a quantum chemistry calculation of a 2-piece molecular cluster, C17H15F4NO2 overall at a distorted geometry, from the Open Molecules 2025 dataset.

## Properties
E_LUMO = -0.1045 Eh
energy = -1261.417153 Eh
SMILES = O=C1C(F)=C(F)C(=O)C(F)=C1F.c1ccc(C[C@H]2CCCN2)cc1
Kohn-Sham gap = 5.73 eV
energy relative to the best compared isomer or geometry (same formula, charge and spin) = 0.00 kJ/mol
E_HOMO = -8.6 eV

Geometry (Å):
F -0.22 4.29 2.74
C 0.94 3.61 2.62
C 0.94 2.26 2.45
F -0.22 1.56 2.43
C 2.16 1.47 2.53
O 2.14 0.24 2.47
C 3.39 2.24 2.72
F 4.53 1.54 2.88
C 3.39 3.59 2.81
F 4.54 4.29 2.94
C 2.16 4.39 2.76
O 2.16 5.62 2.87
C -1.40 -5.18 -1.42
C -2.57 -4.46 -1.13
C -2.48 -3.16 -0.62
C -1.24 -2.57 -0.40
C -1.16 -1.14 0.14
C -1.22 -0.12 -1.00
C -1.14 1.40 -0.66
C -0.37 2.03 -1.84
C 0.05 0.86 -2.73
N -0.13 -0.32 -1.90
C -0.07 -3.28 -0.71
C -0.15 -4.58 -1.22
H -1.47 -6.19 -1.82
H -3.54 -4.92 -1.28
H -3.39 -2.59 -0.40
H -1.98 -0.96 0.85
H -0.20 -0.99 0.67
H -2.18 -0.28 -1.55
H -2.12 1.85 -0.48
H -0.55 1.52 0.27
H -0.98 2.76 -2.38
H 0.50 2.56 -1.47
H -0.61 0.78 -3.61
H 1.08 0.98 -3.08
H -0.24 -1.17 -2.45
H 0.90 -2.80 -0.55
H 0.76 -5.12 -1.46


(3)
The following is a quantum chemistry calculation of C35H48N4OPPtS2Se as an isolated structure at a distorted geometry, from the Open Molecules 2025 dataset.

## Properties
E_LUMO (spin up / spin down) = -0.0644 / -0.1132 Eh
spin multiplicity = 3
energy = -5314.965481 Eh
net charge = +1
Kohn-Sham gap (spin up / spin down) = 6.62 / 7.06 eV
energy relative to the best compared isomer or geometry (same formula, charge and spin) = 166.16 kJ/mol
E_HOMO (spin up / spin down) = -8.4 / -10.1 eV

Geometry (Å):
Pt -0.40 -0.20 1.35
C -1.60 2.63 -3.60
C -0.90 1.64 -4.48
C -0.77 1.95 -5.84
C -0.18 1.09 -6.74
C 0.31 -0.13 -6.30
C 0.20 -0.45 -4.96
C -0.39 0.42 -4.04
P -0.28 -0.22 -2.31
C 0.06 1.29 -1.31
C -0.71 1.55 -0.15
C -0.33 2.62 0.70
C 0.78 3.38 0.41
C 1.52 3.12 -0.73
C 1.19 2.06 -1.58
C 2.04 1.83 -2.79
C -2.02 -0.57 -1.88
C -3.07 -0.26 -2.74
C -4.39 -0.49 -2.38
C -4.67 -1.07 -1.15
C -3.64 -1.48 -0.33
C -2.30 -1.27 -0.68
C -1.25 -1.78 0.16
H -1.44 3.64 -3.97
H -1.26 2.57 -2.57
H -2.68 2.44 -3.61
H -1.16 2.90 -6.18
H -0.09 1.37 -7.77
H 0.77 -0.82 -6.99
H 0.60 -1.39 -4.60
H -1.75 1.24 -0.15
H -0.94 2.87 1.55
H 1.06 4.21 1.05
H 2.36 3.76 -0.99
H 3.05 2.20 -2.64
H 1.61 2.35 -3.65
H 2.08 0.77 -3.03
H -2.86 0.16 -3.71
H -5.19 -0.22 -3.04
H -5.70 -1.24 -0.85
H -3.85 -2.01 0.59
H -0.35 -2.08 -0.39
H -1.58 -2.55 0.86
C 4.02 -2.57 2.71
N 2.62 -2.77 2.98
C 2.10 -4.07 2.59
C 1.77 -1.76 3.22
S 0.10 -2.01 3.03
N 2.26 -0.58 3.70
C 3.21 -0.57 4.80
C 1.45 0.60 3.62
H 4.28 -3.06 1.76
H 4.64 -3.01 3.50
H 4.24 -1.51 2.62
H 2.88 -4.82 2.72
H 1.79 -4.06 1.54
H 1.25 -4.34 3.20
H 3.58 -1.57 5.00
H 2.70 -0.21 5.70
H 4.05 0.10 4.59
H 0.92 0.63 2.65
H 2.09 1.48 3.69
H 0.68 0.65 4.41
C -4.33 1.89 0.82
N -4.66 0.80 1.71
C -5.85 0.14 1.73
C -5.77 -0.82 2.69
N -4.52 -0.75 3.23
C -3.99 -1.55 4.30
C -3.84 0.25 2.62
Se -2.17 0.83 3.15
H -5.18 2.56 0.73
H -4.08 1.50 -0.17
H -3.48 2.43 1.22
H -6.67 0.40 1.09
H -6.49 -1.54 3.02
H -4.64 -2.39 4.49
H -3.90 -0.94 5.21
H -2.99 -1.90 4.03
O 1.94 -0.82 0.68
S 2.59 -0.14 -0.47
C 3.80 -1.33 -1.17
C 5.10 -0.57 -1.31
C 5.28 0.23 -0.02
C 3.94 0.88 0.29
H 3.41 -1.67 -2.13
H 3.86 -2.18 -0.49
H 5.02 0.13 -2.15
H 5.93 -1.24 -1.48
H 6.06 0.97 -0.13
H 5.57 -0.45 0.79
H 3.86 1.87 -0.17
H 3.72 0.96 1.35


(4)
The following is a quantum chemistry calculation of C59H51GeN5O4PdS as an isolated structure at a distorted geometry, from the Open Molecules 2025 dataset.

## Properties
E_LUMO = -0.0310 Eh
energy = -5456.623244 Eh
Kohn-Sham gap = 4.72 eV
energy relative to the best compared isomer or geometry (same formula, charge and spin) = 205.34 kJ/mol
E_HOMO = -5.6 eV

Geometry (Å):
Pd -0.82 0.86 -0.02
C 8.23 10.91 0.25
O 8.53 9.54 0.03
C 7.50 8.67 0.04
C 7.83 7.33 -0.14
C 6.84 6.37 -0.13
C 5.50 6.72 0.06
C 5.18 8.06 0.25
C 6.17 9.04 0.23
C 4.43 5.72 0.09
N 3.22 5.91 0.56
C 2.56 4.73 0.36
C 3.38 3.80 -0.24
N 4.57 4.46 -0.41
C 2.96 2.48 -0.60
C 3.74 1.47 -1.19
C 3.16 0.27 -1.48
C 1.81 0.08 -1.20
N 1.07 1.01 -0.65
C 1.63 2.19 -0.32
C 0.78 3.13 0.37
N -0.45 2.69 0.67
C -1.29 3.47 1.32
C -0.93 4.76 1.71
C 0.32 5.23 1.41
C 1.21 4.39 0.73
H 9.17 11.43 0.23
H 7.75 11.06 1.22
H 7.58 11.30 -0.54
H 8.87 7.06 -0.27
H 7.12 5.33 -0.24
H 4.15 8.33 0.41
H 5.89 10.07 0.38
H 5.40 4.08 -0.83
H 4.79 1.64 -1.41
H 3.74 -0.53 -1.94
H 1.30 -0.84 -1.45
H -2.25 3.04 1.56
H -1.65 5.38 2.23
H 0.63 6.23 1.70
C 1.74 -0.06 2.24
C 0.54 0.37 3.04
C 0.51 0.67 4.38
C -0.86 0.90 4.71
C -1.58 0.73 3.54
C -3.08 0.84 3.40
N -0.73 0.42 2.51
H 2.41 -0.68 2.84
H 2.35 0.78 1.85
H 1.42 -0.66 1.38
H 1.36 0.69 5.05
H -1.27 1.14 5.68
H -3.58 0.35 4.24
H -3.41 0.37 2.48
H -3.42 1.88 3.39
O -2.94 0.94 0.24
S -3.58 0.05 -0.84
C -5.23 0.77 -1.02
C -5.60 1.84 -0.23
C -6.85 2.42 -0.42
C -7.72 1.92 -1.37
C -7.35 0.81 -2.13
C -6.11 0.23 -1.96
C -3.06 0.73 -2.43
C -3.15 -0.08 -3.55
C -2.76 0.42 -4.78
C -2.25 1.70 -4.88
C -2.14 2.50 -3.75
C -2.56 2.02 -2.52
H -4.91 2.22 0.51
H -7.14 3.27 0.19
H -8.69 2.37 -1.52
H -8.03 0.41 -2.87
H -5.82 -0.64 -2.54
H -3.51 -1.10 -3.45
H -2.85 -0.21 -5.67
H -1.94 2.09 -5.85
H -1.75 3.50 -3.83
H -2.54 2.65 -1.64
O -2.22 -2.66 -0.39
C -1.30 -2.17 -1.02
O -0.93 -0.91 -1.03
C -0.45 -3.03 -1.94
C 0.49 -3.92 -1.10
Ge -0.47 -5.29 -0.03
C -1.20 -4.92 1.72
C -1.68 -6.04 2.42
C -2.28 -5.89 3.66
C -2.39 -4.63 4.23
C -1.90 -3.51 3.56
C -1.31 -3.66 2.31
C -1.80 -6.11 -1.19
C -1.38 -6.88 -2.28
C -2.30 -7.49 -3.12
C -3.66 -7.35 -2.88
C -4.09 -6.59 -1.80
C -3.17 -5.97 -0.96
C 0.91 -6.68 0.21
C 2.26 -6.35 0.32
C 3.23 -7.32 0.49
C 2.87 -8.66 0.55
C 1.53 -9.02 0.45
C 0.56 -8.03 0.29
H 0.10 -2.37 -2.61
H -1.11 -3.68 -2.52
H 1.15 -3.31 -0.47
H 1.13 -4.51 -1.76
H -1.59 -7.03 1.99
H -2.66 -6.76 4.19
H -2.87 -4.50 5.19
H -1.99 -2.52 4.00
H -0.96 -2.78 1.79
H -0.31 -7.01 -2.47
H -1.96 -8.09 -3.96
H -4.38 -7.82 -3.53
H -5.15 -6.48 -1.60
H -3.51 -5.36 -0.13
H 2.56 -5.30 0.28
H 4.28 -7.04 0.57
H 3.63 -9.43 0.68
H 1.24 -10.06 0.51
H -0.48 -8.33 0.19